Here is a structure of composition CH2NO4S from the Open Molecules 2025 dataset. Energies are from wB97M-V/def2-TZVPD.

CARTESIAN COORDINATES (ANGSTROEM)
1 H 0.03 -0.66 -0.93
2 O 0.72 -1.81 1.09
3 H 1.10 0.76 -0.99
4 O -1.89 1.22 -1.47
5 N 1.17 -0.73 0.78
6 S -1.46 1.10 -0.04
7 O -2.09 0.07 0.80
8 O 2.12 -0.21 1.27
9 C 0.30 0.25 -0.52

The value obtained for the HOMO-LUMO gap is 8.05 eV. As for the charge: -1.

Mulliken population analysis, charges in e, atoms 1 to 6: number 1, H, carries 0.273; number 2, O, carries -0.518; number 3, H, carries 0.379; number 4, O, carries -0.602; number 5, N, carries 0.655; number 6, S, carries 0.503



Here is the ion CH2NO4S with charge -1 from the Open Molecules 2025 dataset. Energies are from wB97M-V/def2-TZVPD.

CARTESIAN COORDINATES (ANGSTROEM)
1 C 0.78 0.66 -0.60
2 H 1.59 0.19 0.05
3 N -0.77 0.12 1.47
4 S -0.37 -0.62 -0.96
5 O -1.14 0.45 2.60
6 O -1.51 -0.70 0.77
7 O 0.23 -1.95 -0.74
8 O 0.85 0.17 -1.92
9 H 0.34 1.67 -0.67

The value obtained for the HOMO-LUMO gap is 8.45 eV. As for the charge: -1.

Mulliken population analysis, charges in e, atoms 1 to 6: number 1, C, carries -0.270; number 2, H, carries 0.267; number 3, N, carries 0.194; number 4, S, carries 0.482; number 5, O, carries -0.518; number 6, O, carries -0.382



Here is the molecule CH2O2S from the Open Molecules 2025 dataset. Energies are from wB97M-V/def2-TZVPD.

CARTESIAN COORDINATES (ANGSTROEM)
1 O -0.18 1.13 0.35
2 O -1.84 -0.88 0.38
3 H 1.48 0.19 -0.84
4 H 1.07 -0.53 0.65
5 S -1.15 0.04 -0.46
6 C 0.63 0.05 -0.08

The value obtained for the HOMO-LUMO gap is 10.86 eV.

Okay, here come the Mulliken numbers, in e, for every atom: number 1, O, carries -0.301; number 2, O, carries -0.459; number 3, H, carries 0.214; number 4, H, carries 0.258; number 5, S, carries 0.497; number 6, C, carries -0.209



Here is a cluster of 2 separate species, CH2O2S in total from the Open Molecules 2025 dataset. Energies are from wB97M-V/def2-TZVPD.

CARTESIAN COORDINATES (ANGSTROEM)
1 O 1.70 0.00 0.18
2 H 2.08 -0.11 -0.76
3 O -1.61 -0.96 0.27
4 S -0.61 1.66 -0.15
5 C 0.69 0.83 0.24
6 H -2.26 -1.42 0.22

The value obtained for the HOMO-LUMO gap (spin up / spin down) is 10.15 / 4.72 eV.

Okay, here come the Mulliken numbers, in e, for every atom: number 1, O, carries -0.346; number 2, H, carries 0.334; number 3, O, carries -0.289; number 4, S, carries -0.203; number 5, C, carries 0.314; number 6, H, carries 0.188



Here is the molecule CH2O2S2 from the Open Molecules 2025 dataset. Energies are from wB97M-V/def2-TZVPD.

CARTESIAN COORDINATES (ANGSTROEM)
1 S -1.09 0.23 0.43
2 S 2.02 0.45 0.14
3 H 0.91 -1.35 -0.23
4 C 0.42 1.15 0.11
5 O 1.66 -1.11 0.42
6 H -1.57 1.43 -0.02
7 O 0.23 2.31 -0.07

The value obtained for the HOMO-LUMO gap is 9.97 eV. As for the SMILES: O=C(S)SO.

Mulliken population analysis, charges in e, atoms 1 to 6: number 1, S, carries -0.272; number 2, S, carries 0.151; number 3, H, carries 0.348; number 4, C, carries 0.508; number 5, O, carries -0.455; number 6, H, carries 0.190



Here is a structure of composition CH2O2S3 from the Open Molecules 2025 dataset. Energies are from wB97M-V/def2-TZVPD.

CARTESIAN COORDINATES (ANGSTROEM)
1 S 0.49 2.57 -1.75
2 H 0.82 -1.69 0.09
3 S -0.38 0.17 0.94
4 S 0.88 -0.04 -1.73
5 O -0.59 2.63 -0.73
6 C 0.45 -0.61 -0.20
7 O 1.73 2.92 -1.18
8 H -0.71 1.43 0.26

The multiplicity is 3. As for the expectation value of S²: 2.01. The value obtained for the HOMO-LUMO gap (spin up / spin down) is 5.52 / 5.95 eV.

Mulliken population analysis, charges in e, atoms 1 to 6: number 1, S, carries 0.652; number 2, H, carries 0.267; number 3, S, carries -0.236; number 4, S, carries -0.069; number 5, O, carries -0.492; number 6, C, carries -0.108



Energy relative to the best compared isomer or geometry (same formula, charge and spin) list, top to bottom, in kcal/mol: 107.74 122.91 61.05 159.20 8.84 17.95